No. 1
Below is a molecular structure, C6H18OPYb at a distorted geometry, with properties calculated with ωB97M-V/def2-TZVPD.

Atoms and positions in Å:
H  0.8453  2.6825  0.2728
H  -1.1943  2.4352  -0.9822
C  0.6639  -2.0782  -0.9928
H  0.4216  0.5228  -1.2257
C  1.1145  0.5661  0.7327
H  -0.3176  -1.9222  1.5555
H  -2.9626  2.0532  0.0377
H  -1.9107  1.5022  1.7230
H  2.6069  -1.5003  -0.4615
C  1.3583  0.2949  -0.7217
H  2.0631  0.5889  1.2695
C  1.8319  -1.1168  -1.1196
C  0.3842  1.9063  0.8821
H  0.8137  -2.9048  -0.3116
H  -1.9163  -1.4177  0.9737
H  0.5536  -0.2572  1.1747
C  -0.9921  -1.9354  0.7092
O  -0.3998  -1.2630  -0.4356
H  2.1041  0.9739  -1.1233
P  -1.5376  1.9829  0.3811
Yb  -2.3215  -0.5775  -1.3376
H  -1.2166  -2.9710  0.4484
H  -1.5566  3.3609  0.8462
H  0.4311  2.2005  1.9274
H  0.4283  -2.5415  -1.9529
H  2.2918  -1.0823  -2.1010
H  -1.5864  0.4976  -0.1684

## Properties
Total energy = -1814.18188 Eh
Kohn-Sham gap = 5.21 eV
Total charge = +1
LUMO = -5.35 eV
2S+1 = 1


No. 2
Below is 2 unconnected molecules or ions with the total composition C6H18Si4 at a distorted geometry, with properties calculated with ωB97M-V/def2-TZVPD.

Atoms and positions in Å:
H  -0.5344  -2.0873  -1.2389
Si  0.0966  -1.9527  2.6081
H  3.1512  2.0400  0.7532
H  0.7450  -3.2841  2.8154
H  2.5458  1.0400  -2.5196
H  0.0248  2.6451  -2.9158
C  0.9403  -0.8689  1.4345
C  -2.3963  -0.2012  -0.1659
H  -0.0437  -1.5720  3.9602
H  3.9530  -0.0713  -0.3841
H  -1.1834  2.8810  -0.2187
H  0.2616  3.6214  0.3311
H  -2.8982  -2.7262  -1.2445
C  -0.1580  2.6716  -0.1143
C  -1.7204  -3.0100  1.1957
H  -0.2367  0.5876  -2.2392
Si  0.4044  1.9048  -1.7547
H  0.2421  1.9838  0.5801
C  2.3190  1.6840  -1.7058
H  -1.2483  -4.0432  1.1091
C  1.5588  -0.3176  0.5583
H  -2.3916  0.4667  -0.9805
Si  2.8350  0.8886  -0.1133
H  -3.2709  -0.0037  0.3262
H  -2.5091  -3.1077  1.8278
H  2.8631  2.6795  -1.9380
H  -1.5066  0.1886  0.4511
Si  -1.8430  -2.0368  -0.4178

## Properties
Total energy = -1397.21103 Eh
Kohn-Sham gap = 8.91 eV
Relative energy (zero: lowest compared OMol25 entry of this formula, charge and spin) = 0.0 kcal per mole
LUMO = 0.01 eV
2S+1 = 1


No. 3
Below is a gas-phase ion, C6H19BN2O2 (charge +2) at a distorted geometry, with properties calculated with ωB97M-V/def2-TZVPD.

Atoms and positions in Å:
H  -5.0317  -1.1715  1.0186
H  -2.1166  -0.5975  1.0209
O  1.0655  0.5551  -1.6851
O  -0.8690  1.6227  0.6964
C  -3.6506  0.3193  0.1537
C  4.3868  0.5987  0.6915
H  -1.4510  2.4093  0.7828
N  2.6443  -0.8782  -0.3812
H  -3.9183  0.7684  1.1329
H  4.9961  0.6972  1.5056
B  0.0822  -0.2852  -0.7527
H  -3.8760  1.0721  -0.5966
C  3.6685  -0.6994  0.8042
H  3.7224  1.3449  0.9196
N  -2.3625  -0.3489  0.1157
H  0.1094  -1.4561  -1.1996
H  1.0991  1.5560  -1.8141
H  3.2712  -0.8103  -1.1929
H  4.3304  -1.5595  0.6464
H  -5.6485  -0.6691  -0.4806
C  -4.7178  -0.8101  0.0515
H  1.9855  1.0237  0.2133
H  -1.6020  1.1912  -1.2658
H  2.2110  -1.7974  -0.3563
H  3.0436  -0.7267  1.7814
C  1.5512  0.1321  -0.3276
H  5.0391  0.6642  -0.1420
H  -2.4883  -1.3175  -0.4565
C  -1.1586  0.7086  -0.2854
H  -4.3155  -1.5362  -0.5982

## Properties
Total energy = -524.15559 Eh
Kohn-Sham gap = 12.39 eV
Relative energy (zero: lowest compared OMol25 entry of this formula, charge and spin) = 54.2 kcal per mole
Total charge = +2
LUMO = -6.23 eV
2S+1 = 1


No. 4
Below is 4 unconnected molecules or ions with the total composition C6H19BrN5O3 at a distorted geometry, with properties calculated with ωB97M-V/def2-TZVPD.

Atoms and positions in Å:
C  0.6151  -0.1401  -2.3627
H  1.4719  0.2409  1.5740
N  -1.6214  0.3878  -1.4664
H  -0.0989  4.0257  0.5591
H  1.1224  2.8394  3.3399
Br  -2.3830  1.6638  1.6411
C  0.5056  -1.1126  2.4395
H  -1.2667  0.7064  -0.5760
H  0.4936  0.3837  -3.3109
H  -0.3373  3.0520  2.2589
O  -0.5597  -1.6176  2.7017
N  0.9090  4.0904  0.5684
O  2.6038  3.7945  1.9905
H  -1.2829  -0.9157  -2.7948
H  1.2817  -0.9570  -2.6393
H  -2.3564  -3.0258  -2.6282
H  -1.5437  -4.5322  -3.0854
C  1.4245  3.6559  1.6765
N  0.5250  -0.0936  1.6814
N  0.6225  3.1965  2.5382
C  -0.6799  -1.9530  -1.0394
H  -1.0881  -2.9967  -3.7951
H  2.5188  -0.9128  2.9275
H  1.6744  -2.2741  3.5503
H  -0.3610  0.3181  1.4252
N  1.6725  -1.4637  2.9475
H  -2.4190  -0.1002  -1.0845
H  0.9800  0.5138  -1.5707
H  0.2917  -1.8892  -0.5495
C  -0.7578  -0.6474  -1.8780
H  1.4346  4.4720  -0.2051
C  -1.3920  -3.4756  -2.8643
O  -0.5913  -3.2528  -1.7404
H  -1.4080  -1.9809  -0.2287

## Properties
Total energy = -3313.45143 Eh
Kohn-Sham gap (spin up / spin down) = 9.88 / 4.85 eV
Relative energy (zero: lowest compared OMol25 entry of this formula, charge and spin) = 15.2 kcal per mole
<S²> = 0.752
LUMO (spin up / spin down) = 0.28 / -4.74 eV
2S+1 = 2


What did the fourth record say?
Below is 4 unconnected molecules or ions with the total composition C6H19BrN5O3 at a distorted geometry, with properties calculated with ωB97M-V/def2-TZVPD.

Atoms and positions in Å:
C  0.6151  -0.1401  -2.3627
H  1.4719  0.2409  1.5740
N  -1.6214  0.3878  -1.4664
H  -0.0989  4.0257  0.5591
H  1.1224  2.8394  3.3399
Br  -2.3830  1.6638  1.6411
C  0.5056  -1.1126  2.4395
H  -1.2667  0.7064  -0.5760
H  0.4936  0.3837  -3.3109
H  -0.3373  3.0520  2.2589
O  -0.5597  -1.6176  2.7017
N  0.9090  4.0904  0.5684
O  2.6038  3.7945  1.9905
H  -1.2829  -0.9157  -2.7948
H  1.2817  -0.9570  -2.6393
H  -2.3564  -3.0258  -2.6282
H  -1.5437  -4.5322  -3.0854
C  1.4245  3.6559  1.6765
N  0.5250  -0.0936  1.6814
N  0.6225  3.1965  2.5382
C  -0.6799  -1.9530  -1.0394
H  -1.0881  -2.9967  -3.7951
H  2.5188  -0.9128  2.9275
H  1.6744  -2.2741  3.5503
H  -0.3610  0.3181  1.4252
N  1.6725  -1.4637  2.9475
H  -2.4190  -0.1002  -1.0845
H  0.9800  0.5138  -1.5707
H  0.2917  -1.8892  -0.5495
C  -0.7578  -0.6474  -1.8780
H  1.4346  4.4720  -0.2051
C  -1.3920  -3.4756  -2.8643
O  -0.5913  -3.2528  -1.7404
H  -1.4080  -1.9809  -0.2287

## Properties
Total energy = -3313.45143 Eh
Kohn-Sham gap (spin up / spin down) = 9.88 / 4.85 eV
Relative energy (zero: lowest compared OMol25 entry of this formula, charge and spin) = 15.2 kcal per mole
<S²> = 0.752
LUMO (spin up / spin down) = 0.28 / -4.74 eV
2S+1 = 2